{"formula": "C2HBr5S", "method": "wB97M-V/def2-TZVPD", "mol_weight_g_mol": 456.6, "orbital_gap_ev": 8.858, "relative_energy_ev": 0.323, "lumo_ha": -0.0309, "multiplicity": 1, "species": ["C", "C", "S", "Br", "Br", "Br", "Br", "Br", "H"], "coordinates": [[0.737, -0.174, 0.042], [-0.634, 0.537, -0.302], [0.671, -1.911, 0.113], [1.289, 0.613, 2.033], [2.132, 0.510, -1.121], [-0.373, 2.500, -0.571], [-2.104, 0.140, 0.975], [-1.236, -0.110, -1.978], [-0.481, -2.105, 0.809]], "nbo_charge": [-0.3896, -0.3922, 0.1220, -0.0530, 0.1731, 0.1178, 0.1228, 0.1426, 0.1564]}